Entry from the Open Molecules 2025 dataset: a 7-piece molecular cluster, C35H63INO22P overall in a non-equilibrium geometry (the ωB97M-V functional and the def2-TZVPD basis).

Atoms and positions in Å:
C (-1.53727, -1.62765, 1.62294)
C (-1.50023, -0.07080, 1.72684)
C (-2.97536, 0.42493, 1.86913)
I (-3.84758, 0.83931, -0.07588)
C (-3.19799, 1.54390, 2.87431)
C (-3.10939, 1.31824, 4.16724)
P (-2.72168, -0.29537, 4.92641)
O (-3.93078, -1.16551, 4.85426)
C (-3.39630, 2.48602, 5.09383)
O (-2.81284, 2.66237, 6.09663)
C (-4.52603, 3.38113, 4.61123)
O (-5.42671, 3.87125, 5.50064)
C (-6.07427, 2.75785, 6.15794)
C (-7.63669, 2.86521, 6.18612)
C (-8.16921, 4.23344, 5.71979)
C (-8.30843, 1.67357, 5.44326)
C (-7.98854, 0.30562, 6.12468)
C (-7.86146, 1.62018, 3.95167)
C (-4.61024, 3.62976, 3.32577)
C (-5.73001, 4.48853, 2.77134)
C (-5.87238, 4.46444, 1.24201)
N (-6.79574, 3.38621, 0.78368)
C (-3.55229, 2.98004, 2.46998)
O (-2.99004, 3.51006, 1.57951)
H (-2.47082, -1.87999, 1.09855)
H (-0.72075, -2.02645, 1.01682)
H (-1.61490, -2.09616, 2.60885)
H (-1.12940, 0.30037, 0.76741)
H (-0.88196, 0.27279, 2.56080)
H (-3.56286, -0.42554, 2.23423)
H (-1.63194, -0.93407, 4.30062)
H (-2.46159, -0.04191, 6.29586)
H (-5.71637, 2.67084, 7.19179)
H (-5.85396, 1.79468, 5.67557)
H (-7.92729, 2.73002, 7.23866)
H (-8.20273, 4.35970, 4.63704)
H (-7.54697, 5.00950, 6.18061)
H (-9.17407, 4.36039, 6.14237)
H (-9.39133, 1.85060, 5.41699)
H (-7.70079, -0.38740, 5.32629)
H (-8.81609, -0.09743, 6.71180)
H (-7.08436, 0.39679, 6.74198)
H (-8.41707, 2.40173, 3.41795)
H (-6.79556, 1.84276, 3.81901)
H (-8.06006, 0.64855, 3.49199)
H (-5.68720, 5.51814, 3.14319)
H (-6.65921, 4.07125, 3.17577)
H (-4.93054, 4.43419, 0.69104)
H (-6.35263, 5.41956, 0.96112)
H (-6.70092, 3.35057, -0.23047)
H (-7.72850, 3.77780, 0.90525)
C (4.17120, -4.44836, 1.12700)
O (4.35625, -3.65717, -0.04822)
C (3.37021, -2.79087, -0.29229)
O (2.38162, -2.63661, 0.37857)
O (3.67136, -2.12597, -1.40894)
C (2.69834, -1.15459, -1.79792)
H (5.03267, -5.10697, 1.21338)
H (4.12279, -3.81842, 2.01424)
H (3.27325, -5.05911, 1.04394)
H (2.59188, -0.38878, -1.03026)
H (1.73936, -1.63030, -1.99986)
H (3.05723, -0.68794, -2.71257)
C (2.68343, 2.48624, -5.93550)
O (2.78230, 1.55189, -7.01303)
C (3.11131, 0.31683, -6.64046)
O (3.32059, -0.04925, -5.50952)
O (3.17073, -0.44570, -7.73331)
C (3.51121, -1.81179, -7.48614)
H (2.41438, 3.44892, -6.36175)
H (1.90521, 2.18599, -5.23492)
H (3.64066, 2.58681, -5.42571)
H (2.76410, -2.28528, -6.85051)
H (4.49885, -1.88847, -7.03504)
H (3.52515, -2.31764, -8.44800)
C (10.76115, -1.17727, -4.89467)
O (9.42677, -1.30149, -4.40276)
C (8.51678, -0.62068, -5.10551)
O (8.73722, 0.05648, -6.07744)
O (7.32388, -0.82149, -4.54395)
C (6.24463, -0.14782, -5.19728)
H (11.39945, -1.77052, -4.24466)
H (10.83498, -1.56517, -5.90980)
H (11.08978, -0.13943, -4.85840)
H (6.14112, -0.49629, -6.22441)
H (6.39684, 0.93152, -5.17323)
H (5.33718, -0.38227, -4.65601)
C (6.89456, 5.09553, -6.54540)
O (5.61057, 5.53412, -6.09572)
C (5.55486, 6.82774, -5.76835)
O (6.46635, 7.61116, -5.82314)
O (4.30886, 7.09947, -5.36907)
C (4.09976, 8.45895, -4.98465)
H (6.80926, 4.03685, -6.77825)
H (7.18994, 5.63066, -7.44664)
H (7.64082, 5.22392, -5.76270)
H (4.28418, 9.12866, -5.82351)
H (4.73493, 8.72199, -4.13994)
H (3.05917, 8.55111, -4.68382)
C (-7.26979, -4.71196, -0.82991)
O (-7.47552, -4.50451, 0.56665)
C (-6.41953, -3.98990, 1.20580)
O (-5.36197, -3.70459, 0.70569)
O (-6.74107, -3.84551, 2.49164)
C (-5.69675, -3.29315, 3.30476)
H (-8.19004, -5.12906, -1.23162)
H (-7.06207, -3.76825, -1.33288)
H (-6.45947, -5.42016, -0.99883)
H (-5.43073, -2.29347, 2.96633)
H (-4.82225, -3.94208, 3.30074)
H (-6.07880, -3.22624, 4.31948)
C (8.98509, -9.44879, 2.13692)
O (9.16981, -8.65894, 0.96184)
C (8.18156, -7.79424, 0.72074)
O (7.19399, -7.64321, 1.39454)
O (8.47754, -7.12607, -0.39550)
C (7.49589, -6.16018, -0.77309)
H (9.84752, -10.10516, 2.22122)
H (8.93640, -8.81614, 3.02219)
H (8.08608, -10.05803, 2.05375)
H (7.38878, -5.39935, -0.00099)
H (6.53872, -6.64118, -0.97111)
H (7.84077, -5.68294, -1.68655)

Forces on the atoms, in the same order (eV/Å):
-0.55 0.68 -0.32
-0.69 -0.83 -0.77
0.33 0.26 0.31
0.11 -0.28 0.36
-0.32 -0.09 -1.47
0.89 0.19 1.51
-1.81 -0.52 0.43
0.06 -0.10 -0.28
-1.64 -0.54 -2.28
1.29 0.30 2.59
0.35 -0.44 0.75
0.10 -0.75 0.07
-1.03 -0.47 0.81
-0.14 -0.18 -0.17
0.09 -0.19 0.99
0.67 -0.36 -0.59
0.46 0.61 -0.54
-0.35 0.67 0.41
-0.19 0.35 -1.24
0.17 -0.39 -0.59
-1.01 0.87 -0.31
0.41 0.51 -0.10
-1.18 -1.10 1.78
1.06 1.02 -1.71
0.28 -0.13 0.01
0.09 0.00 0.44
0.27 -0.08 -0.21
0.32 0.23 0.43
-0.04 0.11 -0.24
-0.08 0.27 -0.09
0.29 0.64 0.32
0.70 0.30 -0.50
0.17 0.30 -0.26
0.37 0.40 -0.11
0.08 0.25 -0.16
0.09 -0.01 0.15
-0.14 0.05 -0.37
0.08 -0.01 -0.34
0.15 -0.08 0.27
-0.30 -0.22 0.35
0.17 0.06 -0.02
-0.35 -0.11 0.15
0.19 -0.28 -0.22
-0.12 -0.18 0.03
-0.10 0.20 0.04
0.27 -0.17 -0.06
0.13 0.11 0.02
-0.08 -0.24 0.30
0.44 -0.02 0.12
0.06 -0.31 0.13
-0.02 -0.37 0.15
0.07 -0.25 0.25
-0.01 0.04 -0.04
0.07 0.02 -0.08
0.07 -0.02 -0.03
0.02 -0.07 0.07
-0.11 0.26 -0.21
0.05 0.09 -0.18
-0.14 0.02 -0.06
-0.06 0.13 0.04
-0.09 -0.11 0.06
-0.01 0.01 0.14
0.14 -0.15 0.01
-0.05 0.31 0.19
0.02 -0.08 0.00
-0.08 0.05 -0.14
-0.22 0.03 -0.15
0.02 0.06 0.08
0.02 -0.29 -0.05
0.04 -0.12 -0.21
0.11 -0.10 0.04
-0.05 -0.09 0.06
0.08 0.06 0.10
-0.08 0.01 0.11
-0.05 0.20 -0.07
0.29 -0.03 -0.02
-0.07 0.02 -0.02
-0.06 -0.04 0.08
0.00 -0.06 0.09
0.17 0.01 -0.07
-0.15 0.08 0.11
-0.19 -0.04 0.10
-0.04 0.13 -0.03
-0.07 0.00 -0.13
0.12 0.11 -0.03
0.09 -0.03 -0.13
0.17 -0.16 0.14
0.23 -0.19 -0.10
-0.07 0.03 0.03
-0.04 -0.04 0.00
-0.10 -0.08 0.01
0.04 -0.08 -0.03
-0.13 0.26 0.10
-0.20 0.04 0.06
0.04 0.09 0.10
0.00 0.13 -0.06
0.13 -0.02 0.05
0.09 0.02 -0.11
0.00 -0.21 -0.05
-0.05 -0.07 -0.26
0.02 0.01 0.04
-0.05 0.06 0.24
-0.06 -0.04 -0.05
-0.02 -0.07 -0.14
0.13 0.15 0.19
-0.06 0.02 0.20
0.13 -0.04 0.04
0.07 0.12 0.01
0.06 -0.09 -0.03
0.02 0.08 -0.12
-0.15 -0.04 -0.10
0.05 -0.20 0.22
-0.04 0.06 -0.05
0.06 0.01 -0.05
0.10 -0.01 -0.06
0.02 -0.08 0.07
-0.19 0.27 -0.18
0.06 0.10 -0.18
-0.13 0.01 -0.04
-0.05 0.12 0.05
-0.08 -0.09 0.03
-0.01 0.02 0.14
0.18 -0.14 0.04

Values from the calculation:
- LUMO energy (hartree) = -0.0311
- molecular weight (g mol⁻¹) = 1007.75
- maximum force (eV/A) = 2.9
- HOMO level (eV) = -9.23
- SMILES string = CC[C@H](I)C1=C([PH2]=O)C(=O)C(OC[C@@H](C)C(C)C)=C(CCN)C1=O.COC(=O)OC.COC(=O)OC.COC(=O)OC.COC(=O)OC.COC(=O)OC.COC(=O)OC

Atomic partial charges in e from the Löwdin method, atoms 1 to 99: atom 1 (C): -0.09, atom 2 (C): -0.29, atom 3 (C): -0.65, atom 4 (I): 0.91, atom 5 (C): -0.17, atom 6 (C): -0.19, atom 7 (P): 0.78, atom 8 (O): -0.43, atom 9 (C): -0.34, atom 10 (O): 0.16, atom 11 (C): -0.20, atom 12 (O): -0.01, atom 13 (C): -0.12, atom 14 (C): -0.31, atom 15 (C): -0.05, atom 16 (C): -0.36, atom 17 (C): -0.05, atom 18 (C): -0.06, atom 19 (C): -0.05, atom 20 (C): -0.09, atom 21 (C): -0.26, atom 22 (N): 0.00, atom 23 (C): -0.34, atom 24 (O): 0.10, atom 25 (H): 0.06, atom 26 (H): 0.07, atom 27 (H): 0.05, atom 28 (H): 0.08, atom 29 (H): 0.09, atom 30 (H): 0.05, atom 31 (H): 0.01, atom 32 (H): 0.03, atom 33 (H): 0.14, atom 34 (H): 0.11, atom 35 (H): 0.13, atom 36 (H): 0.06, atom 37 (H): 0.08, atom 38 (H): 0.08, atom 39 (H): 0.13, atom 40 (H): 0.07, atom 41 (H): 0.08, atom 42 (H): 0.07, atom 43 (H): 0.07, atom 44 (H): 0.07, atom 45 (H): 0.08, atom 46 (H): 0.13, atom 47 (H): 0.08, atom 48 (H): 0.10, atom 49 (H): 0.11, atom 50 (H): 0.06, atom 51 (H): 0.06, atom 52 (C): -0.03, atom 53 (O): 0.00, atom 54 (C): -0.62, atom 55 (O): 0.12, atom 56 (O): 0.01, atom 57 (C): -0.03, atom 58 (H): 0.08, atom 59 (H): 0.10, atom 60 (H): 0.10, atom 61 (H): 0.10, atom 62 (H): 0.10, atom 63 (H): 0.08, atom 64 (C): -0.03, atom 65 (O): 0.01, atom 66 (C): -0.61, atom 67 (O): 0.09, atom 68 (O): 0.01, atom 69 (C): -0.03, atom 70 (H): 0.10, atom 71 (H): 0.10, atom 72 (H): 0.09, atom 73 (H): 0.10, atom 74 (H): 0.08, atom 75 (H): 0.10, atom 76 (C): -0.04, atom 77 (O): 0.00, atom 78 (C): -0.62, atom 79 (O): 0.12, atom 80 (O): 0.01, atom 81 (C): -0.04, atom 82 (H): 0.09, atom 83 (H): 0.10, atom 84 (H): 0.10, atom 85 (H): 0.09, atom 86 (H): 0.10, atom 87 (H): 0.07, atom 88 (C): -0.04, atom 89 (O): -0.01, atom 90 (C): -0.62, atom 91 (O): 0.13, atom 92 (O): 0.00, atom 93 (C): -0.04, atom 94 (H): 0.09, atom 95 (H): 0.10, atom 96 (H): 0.10, atom 97 (H): 0.10, atom 98 (H): 0.10, atom 99 (H): 0.09



Entry from the Open Molecules 2025 dataset: one molecule with the formula C17H23FN2O5S in a non-equilibrium geometry (the ωB97M-V functional and the def2-TZVPD basis).

Atoms and positions in Å:
O (-4.16489, -0.56848, 0.27833)
C (-3.14965, -0.61058, -0.35777)
N (-3.09147, -0.41214, -1.71693)
S (-1.69982, -0.44970, -2.62808)
O (-0.65329, 0.28414, -2.01247)
O (-2.10786, -0.09596, -3.93847)
O (-1.41084, -2.01441, -2.55391)
C (-0.10623, -2.46601, -2.51987)
C (0.71857, -2.21593, -1.43505)
C (2.00884, -2.72015, -1.41623)
C (2.48386, -3.47370, -2.47632)
C (1.67052, -3.72823, -3.56721)
C (0.38527, -3.21808, -3.58485)
F (-0.40456, -3.46370, -4.64330)
H (2.01531, -4.30995, -4.40728)
H (3.48892, -3.86535, -2.45764)
H (2.64378, -2.52294, -0.56683)
H (0.33057, -1.61896, -0.62790)
H (-3.96185, -0.32409, -2.21399)
O (-1.93165, -0.86159, 0.11241)
C (-1.76141, -0.78699, 1.53570)
H (-1.10348, -1.61469, 1.80361)
H (-2.73655, -0.93237, 2.01097)
C (-1.17955, 0.57203, 1.94887)
C (-2.20001, 1.66931, 1.64439)
C (-1.62074, 3.02030, 2.02825)
C (-0.33824, 3.23044, 1.24018)
N (0.63765, 2.21081, 1.57662)
C (1.89114, 2.49296, 0.89603)
C (2.99577, 1.55774, 1.36653)
C (2.57829, 0.12343, 1.08178)
C (1.23624, -0.13025, 1.75661)
H (0.92149, -1.15613, 1.56627)
H (1.34817, -0.00048, 2.83550)
C (0.17173, 0.85827, 1.26174)
H (0.03713, 0.74313, 0.17007)
H (3.32828, -0.57779, 1.45502)
H (2.47737, -0.01796, 0.00312)
H (3.14528, 1.69176, 2.43905)
H (3.92701, 1.80306, 0.85334)
H (2.16593, 3.52717, 1.12109)
H (1.77580, 2.39997, -0.19966)
H (0.09803, 4.20179, 1.49030)
H (-0.56797, 3.22623, 0.15829)
H (-1.39580, 3.04024, 3.09562)
H (-2.32909, 3.81945, 1.80620)
H (-3.12933, 1.47232, 2.18269)
H (-2.42229, 1.67261, 0.57387)
H (-1.01435, 0.53943, 3.03133)

Forces on the atoms, in the same order (eV/Å):
-0.24 0.09 -0.12
-0.01 -0.21 0.51
0.65 0.02 -0.63
-0.57 0.61 -0.14
0.04 -0.20 0.08
-0.24 -0.29 -0.18
-0.37 0.15 0.01
0.97 -0.28 -0.16
-0.08 -0.13 -0.10
-0.05 0.03 0.07
-0.07 0.01 -0.03
-0.17 0.08 0.02
-0.19 0.05 0.02
0.05 0.09 0.18
-0.01 -0.05 -0.10
0.09 -0.04 0.00
0.05 0.05 0.09
-0.01 0.06 0.13
-0.04 0.03 -0.14
0.15 -0.02 0.11
0.07 0.10 0.71
-0.10 0.04 -0.09
0.20 -0.04 -0.06
-0.17 -0.15 -0.59
0.12 0.04 0.35
0.01 -0.03 -0.37
-0.16 0.19 0.26
-0.04 0.01 -0.10
0.31 0.07 0.21
-0.09 0.00 -0.31
0.02 0.05 0.32
-0.02 0.04 -0.39
-0.05 -0.08 0.04
-0.07 -0.05 0.07
-0.04 -0.31 0.47
0.04 0.03 0.12
0.01 -0.05 -0.08
0.05 -0.06 -0.08
0.05 0.04 0.04
0.04 0.03 0.02
-0.04 -0.02 -0.09
0.00 0.05 0.01
0.00 -0.04 -0.10
0.02 0.04 0.02
0.00 0.06 0.06
-0.01 0.04 0.03
-0.04 -0.04 -0.08
-0.06 0.04 -0.03
0.01 -0.05 0.01

Values from the calculation:
- relative energy (zero: lowest compared OMol25 entry of this formula, charge and spin) (kcal/mol) = 0.00
- LUMO energy (hartree) = 0.0248
- molecular weight (g mol⁻¹) = 386.44
- maximum force (eV/A) = 1.0
- HOMO level (eV) = -8.67
- SMILES string = O=C(NS(=O)(=O)Oc1ccccc1F)OC[C@@H]1CCCN2CCCC[C@@H]12

Partial charges, natural (NBO), in e: atom 1 (O): -0.60, atom 2 (C): 0.91, atom 3 (N): -0.90, atom 4 (S): 2.52, atom 5 (O): -0.91, atom 6 (O): -0.90, atom 7 (O): -0.68, atom 8 (C): 0.17, atom 9 (C): -0.16, atom 10 (C): -0.24, atom 11 (C): -0.19, atom 12 (C): -0.28, atom 13 (C): 0.38, atom 14 (F): -0.31, atom 15 (H): 0.24, atom 16 (H): 0.22, atom 17 (H): 0.22, atom 18 (H): 0.23, atom 19 (H): 0.45, atom 20 (O): -0.53, atom 21 (C): -0.07, atom 22 (H): 0.19, atom 23 (H): 0.22, atom 24 (C): -0.23, atom 25 (C): -0.40, atom 26 (C): -0.40, atom 27 (C): -0.21, atom 28 (N): -0.45, atom 29 (C): -0.21, atom 30 (C): -0.40, atom 31 (C): -0.40, atom 32 (C): -0.41, atom 33 (H): 0.20, atom 34 (H): 0.21, atom 35 (C): -0.06, atom 36 (H): 0.20, atom 37 (H): 0.21, atom 38 (H): 0.20, atom 39 (H): 0.20, atom 40 (H): 0.21, atom 41 (H): 0.20, atom 42 (H): 0.16, atom 43 (H): 0.20, atom 44 (H): 0.16, atom 45 (H): 0.20, atom 46 (H): 0.21, atom 47 (H): 0.22, atom 48 (H): 0.19, atom 49 (H): 0.21